(1)
Density functional theory data (ωB97M-V/def2-TZVPD) for an isolated molecule of C16H21ClN2O4S.

Values from the calculation:
SMILES: COc1ccc(S(=O)(=O)N2CCC[C@@H](C(=O)NC3CC3)C2)cc1Cl
ΔE to the lowest compared entry with this formula, charge and spin (kcal per mole): 34.3
Frontier orbital gap (eV): 9.7
LUMO level (eV): 0.529

```
! RIJCOSX wB97M-V def2-TZVPD def2/J DEFGRID3
* xyz 0 1
C 2.01628 -6.55793 -1.53497
H 0.97844 -6.39010 -1.83725
O 2.27882 -6.00671 -0.26412
C 2.15042 -4.67673 -0.08817
C 1.75898 -3.76966 -1.07204
C 1.65964 -2.41953 -0.78137
C 1.94932 -1.96767 0.48871
C 2.34057 -2.84105 1.48713
C 2.43988 -4.18793 1.19917
Cl 2.92140 -5.30390 2.41475
H 2.56653 -2.45706 2.46896
S 1.79507 -0.22167 0.83062
O 2.46287 0.52579 -0.19485
O 2.15673 0.03245 2.19695
N 0.14254 -0.01467 0.59057
C -0.22761 1.34997 0.26511
H 0.47651 1.66693 -0.50688
C -1.67280 1.36743 -0.22497
C -2.22460 2.72581 -0.66158
O -3.38099 2.84021 -1.01538
N -1.36806 3.76707 -0.62337
C -1.74743 5.08603 -1.01817
C -0.75948 5.95102 -1.73875
C -1.14154 6.26387 -0.31942
H -1.76431 7.12315 -0.12767
H -0.41112 6.07483 0.45273
H -1.11900 6.59454 -2.52582
H 0.22697 5.55134 -1.91947
H -2.78999 5.11176 -1.30492
H -0.40876 3.63595 -0.34837
H -1.74808 0.70911 -1.09777
C -2.57970 0.79951 0.87503
C -2.11667 -0.60298 1.25445
C -0.64767 -0.57199 1.66778
H -0.27210 -1.57965 1.85801
H -0.51947 0.02196 2.58438
H -2.71669 -0.99215 2.07755
H -2.22856 -1.26923 0.39777
H -3.60962 0.78601 0.51793
H -2.53283 1.45264 1.74997
H -0.11591 1.99262 1.15354
H 1.36518 -1.70751 -1.53440
H 1.53272 -4.11310 -2.06832
H 2.19296 -7.62676 -1.42909
H 2.69118 -6.15202 -2.29399
*
```

***

(2)
Density functional theory data (ωB97M-V/def2-TZVPD) for a structure of composition C16H21CoN6O4SSe.

Values from the calculation:
Expectation value of S²: 0.765
ΔE to the lowest compared entry with this formula, charge and spin (kcal per mole): 3.0
Frontier orbital gap (alpha / beta) (eV): 7.5 / 8.0
LUMO level (alpha / beta) (eV): -2.879 / -2.868

```
! RIJCOSX wB97M-V def2-TZVPD def2/J DEFGRID3
* xyz 1 2
Co 1.21753 -0.04720 0.46622
O 0.94156 1.68244 -0.30734
C 0.62216 1.87394 -1.49696
C 0.52482 0.91193 -2.53225
C 0.12486 1.37529 -3.80332
C 0.06432 0.50849 -4.84966
C 0.41462 -0.84570 -4.69759
C 0.81190 -1.31442 -3.48100
C 0.86698 -0.46223 -2.34159
O 1.22467 -0.95186 -1.21085
N -0.36245 0.99631 -6.16443
O -0.64184 2.17400 -6.26327
O -0.40575 0.18910 -7.06981
H 0.41053 2.91186 -1.77805
H -0.13434 2.41491 -3.95466
H 0.36624 -1.49454 -5.56064
H 1.09959 -2.34867 -3.34805
N 1.67655 -1.85351 1.19473
H 2.49503 -1.93398 1.78979
H 1.81906 -2.43218 0.37034
H 0.88523 -2.22932 1.70809
C -1.80256 -3.01595 -1.06196
N -1.77070 -3.05923 0.39325
C -1.83508 -4.20227 1.16435
C -1.74681 -3.81827 2.45459
N -1.62375 -2.44162 2.45759
C -1.55307 -1.58986 3.63548
C -1.63587 -1.97909 1.18781
Se -1.46811 -0.21262 0.66557
H -2.30786 -3.90722 -1.42406
H -0.78930 -2.97037 -1.45796
H -2.34336 -2.12666 -1.37449
H -1.95071 -5.17851 0.72904
H -1.77624 -4.39213 3.36312
H -1.56616 -2.22442 4.51731
H -2.40587 -0.91408 3.64979
H -0.64053 -0.99357 3.61421
C -0.58416 2.74929 3.08922
N 0.64761 3.27364 2.51367
C 0.88630 4.59579 2.18833
C 2.14701 4.67193 1.71264
N 2.65281 3.39159 1.76040
C 1.73244 2.53951 2.23861
S 1.94617 0.85045 2.46282
H -1.36385 3.49492 2.96345
H -0.43832 2.54336 4.14846
H -0.86183 1.83104 2.57515
H 0.14212 5.35823 2.33051
H 2.71832 5.51008 1.35876
H 3.57009 3.09138 1.47459
*
```

***

Values of calculated total energy, in order: -51459.8440 -147866.3138, all in eV.